This record from the Open Molecules 2025 dataset describes one molecule with the formula C2H4N4O2 at a distorted geometry. The level of theory is ωB97M-V/def2-TZVPD.

## Properties
E_HOMO (spin up / spin down), hartree: -0.2372 / -0.2813
Spin multiplicity: 1
HOMO-LUMO gap (spin up / spin down), Ha: 0.241 / 0.297

Each line ends with the Mulliken charge.
Geometry (Å):
C (-1.3591, -1.3079, -0.0837)  0.41
C (-2.3509, 0.8733, 0.0313)  0.48
N (-2.5418, -0.3544, 0.0954)  -0.11
N (-0.2234, -0.6779, -0.4398)  0.08
N (0.1128, 0.6426, -0.4727)  -0.40
N (1.3589, 1.0090, -0.0221)  -0.51
O (-1.6841, -2.4641, 0.0476)  -0.57
O (-2.6113, 2.0079, -0.1842)  -0.43
H (-3.3451, -0.8280, 0.4510)  0.25
H (0.4951, -1.3650, -0.4368)  0.31
H (1.4131, 2.0256, 0.0198)  0.28
H (1.5858, 0.6111, 0.8896)  0.22